ORCA calculation (the ωB97M-V functional and the def2-TZVPD basis) on a 9-piece molecular cluster, C19H38Cl8O5 overall.

Geometry as XYZ:
```
70
Properties=species:S:1:pos:R:3:nbo_charge:R:1
C -2.3757 3.8946 -1.2708 -0.36
Cl -1.8182 2.2495 -1.7680 -0.08
Cl -0.9799 5.0004 -1.4043 -0.01
H -3.1139 4.2033 -2.0110 0.22
H -2.7634 3.8622 -0.2526 0.24
C -1.1169 -0.4680 -0.2953 -0.38
Cl -1.7197 -1.1012 -1.8311 -0.09
Cl -0.9058 -1.6814 0.9739 -0.02
H -0.1729 0.0479 -0.4712 0.25
H -1.9172 0.1871 0.0488 0.25
C 2.6490 -1.9721 -2.1906 -0.38
Cl 3.6816 -2.5865 -0.8484 -0.03
Cl 2.0968 -3.2419 -3.2991 -0.04
H 1.7492 -1.5374 -1.7552 0.22
H 3.2497 -1.2399 -2.7302 0.23
C -1.3124 -4.3739 -3.5808 -0.38
Cl -0.9911 -4.3235 -1.7952 -0.01
Cl -2.9087 -5.0201 -4.0593 -0.05
H -1.3044 -3.3085 -3.8109 0.20
H -0.4803 -4.9045 -4.0437 0.24
C 2.2163 3.3304 -0.2995 -0.73
C 3.1248 3.6513 -1.4960 0.60
O 3.0531 4.7393 -1.9714 -0.54
C 4.1266 2.6138 -1.9824 -0.73
H 1.5205 4.1534 -0.1360 0.24
H 2.8660 3.2857 0.5745 0.22
H 1.6828 2.3800 -0.3171 0.23
H 4.0160 2.4492 -3.0542 0.24
H 4.0048 1.6891 -1.4183 0.21
H 5.1235 3.0120 -1.7931 0.24
C -2.2954 -1.3869 5.0291 -0.73
C -0.8935 -1.8083 5.4040 0.60
O -0.2593 -1.1797 6.2472 -0.55
C -0.2925 -2.9819 4.6217 -0.72
H -2.9302 -2.2163 5.3409 0.24
H -2.3183 -1.2206 3.9521 0.23
H -2.5515 -0.4874 5.5889 0.24
H -0.8962 -3.8570 4.8623 0.24
H 0.7012 -3.2224 4.9995 0.24
H -0.2300 -2.6630 3.5813 0.23
C -4.9829 -2.5744 -6.3488 -0.68
C -4.7031 -1.7920 -5.0878 0.64
O -5.5116 -1.7070 -4.1869 -0.04
C -3.3606 -1.0754 -5.0451 -0.66
H -5.2483 -1.9690 -7.2155 0.30
H -5.8286 -3.2357 -6.1604 0.27
H -4.1143 -3.2100 -6.5210 0.29
H -3.0670 -0.9634 -4.0014 0.29
H -3.5398 -0.1173 -5.5329 0.30
H -2.6123 -1.6763 -5.5619 0.27
C -0.4307 1.1568 3.4621 -0.73
C -0.6201 2.3892 2.5562 0.62
O -0.9417 2.3347 1.3812 -0.59
C -0.3060 3.7095 3.2332 -0.73
H 0.2219 0.4513 2.9478 0.24
H -1.3953 0.7413 3.7538 0.24
H 0.1700 1.5034 4.3031 0.23
H 0.6845 3.6975 3.6881 0.24
H -1.0832 3.8868 3.9766 0.24
H -0.4769 4.5386 2.5465 0.24
C 3.2768 -0.9080 2.9908 -0.73
C 3.2677 -0.0029 1.8267 0.61
O 2.3940 0.0335 1.0232 -0.57
C 4.4689 0.9174 1.7079 -0.74
H 4.1928 -1.4981 2.9591 0.24
H 2.4395 -1.6056 3.0080 0.23
H 3.3038 -0.3885 3.9487 0.25
H 4.6464 1.6917 2.4543 0.24
H 4.5691 1.5227 0.8070 0.23
H 5.2728 0.1824 1.7485 0.23
```

The spin multiplicity is 2. The calculation puts the calculated total energy at -130726.072 eV. Its HOMO energy (alpha / beta) is -10.92 / -10.92 eV. The net charge is +1. As for the gap between HOMO and LUMO (alpha / beta): 5.8 / 1.9 eV. Its LUMO energy (alpha / beta) is -5.17 / -9.03 eV. The value obtained for the largest force on an atom is 2.3 eV/Å.



ORCA calculation (the ωB97M-V functional and the def2-TZVPD basis) on C19H38GaP as an isolated structure.

Geometry as XYZ:
```
59
Properties=species:S:1:pos:R:3:nbo_charge:R:1
C 0.8403 0.9485 -2.9089 -0.88
H -0.0803 0.7396 -3.4728 0.24
H 1.1413 1.9819 -3.1133 0.27
H -0.2825 -0.4369 0.4139 -0.05
C 1.9348 -0.0777 -3.2565 -0.41
H 2.8036 0.0788 -2.6006 0.21
H 1.5637 -1.0877 -3.0285 0.19
C 2.4080 -0.0612 -4.7119 -0.61
H 3.2516 -0.7452 -4.8343 0.24
H 1.6104 -0.3851 -5.3871 0.22
H 2.7294 0.9394 -5.0088 0.22
C 0.4218 1.4302 2.0264 -0.14
C 1.6576 1.2962 1.3584 0.03
C 1.5776 2.0197 0.1084 -0.24
C 0.2310 2.6311 0.0630 -0.17
C -0.4415 2.2589 1.2653 0.02
C -1.7323 2.8053 1.7425 -0.66
C -0.1139 3.8067 -0.7822 -0.65
C 2.7574 2.5927 -0.6069 -0.65
C 2.8850 0.6954 1.9241 -0.67
C 0.1479 0.9576 3.4070 -0.65
Ga 0.3528 0.5821 -1.0488 1.42
H -1.1995 3.9706 -0.8099 0.24
H 0.3472 4.7278 -0.3816 0.25
H 0.2363 3.6833 -1.8161 0.23
H -2.2559 3.3431 0.9442 0.24
H -2.3981 2.0128 2.1121 0.22
H -1.5769 3.5134 2.5711 0.26
H 0.6417 -0.0038 3.6106 0.22
H 0.5207 1.6767 4.1559 0.25
H -0.9287 0.8334 3.5868 0.22
H 3.6635 0.5854 1.1596 0.23
H 3.2988 1.3260 2.7276 0.26
H 2.6918 -0.2975 2.3569 0.22
H 2.5551 2.7373 -1.6749 0.23
H 3.0265 3.5768 -0.1842 0.26
H 3.6355 1.9414 -0.5121 0.24
C 0.6736 -3.2843 1.5082 -0.62
C -0.2122 -3.1474 0.2773 -0.76
P -1.1988 -1.6464 0.2109 1.41
C -2.2397 -1.6845 -1.2605 -0.76
C -3.0659 -2.9640 -1.4507 -0.61
C -2.1847 -1.4530 1.7061 -0.75
C -3.1515 -2.5938 2.0174 -0.62
H 1.4862 -2.5481 1.5088 0.23
H 1.1332 -4.2786 1.5040 0.27
H 0.1109 -3.1908 2.4445 0.23
H 0.4015 -3.1487 -0.6363 0.27
H -0.9042 -3.9987 0.1872 0.29
H -2.9034 -0.8076 -1.2120 0.28
H -1.5747 -1.5307 -2.1264 0.26
H -3.9202 -3.0072 -0.7652 0.24
H -3.4695 -2.9834 -2.4698 0.27
H -2.4722 -3.8779 -1.3220 0.23
H -1.4707 -1.3120 2.5324 0.28
H -2.7298 -0.5011 1.5985 0.27
H -2.6662 -3.5785 2.0119 0.23
H -3.5664 -2.4418 3.0211 0.27
H -3.9968 -2.6187 1.3204 0.23
```

The spin multiplicity is 1. The calculation puts the calculated total energy at -81966.869 eV. Its HOMO energy (alpha / beta) is -14.05 / -14.05 eV. The net charge is +2. As for the gap between HOMO and LUMO (alpha / beta): 5.5 / 5.5 eV. Its LUMO energy (alpha / beta) is -8.56 / -8.56 eV. Its energy above the lowest of the compared OMol25 structures with the same formula, charge and spin is 0.00 kcal per mole. The value obtained for the largest force on an atom is 4.1 eV/Å.



ORCA calculation (the ωB97M-V functional and the def2-TZVPD basis) on C19H38N4O5S2SbSi3V as an isolated structure.

Geometry as XYZ:
```
73
Properties=species:S:1:pos:R:3:mulliken_spin:R:1
V -0.5190 -0.4608 1.5609 0.89
O -2.2008 2.1709 3.5945 0.00
C -1.1899 1.3043 3.4027 0.02
O -0.5749 1.3744 2.2308 0.02
C -0.3274 1.2600 4.6442 0.00
O 0.4775 0.1056 4.6501 0.00
C -0.2859 -1.0353 4.9559 0.01
C -1.4312 -1.2822 3.9965 -0.01
O -1.9556 -2.3456 3.8368 0.01
O -1.8896 -0.1900 3.2904 0.01
H -2.5968 2.3793 2.7359 0.00
H 0.3248 2.1316 4.6150 0.00
H -0.9580 1.3112 5.5369 0.00
H 0.3622 -1.9080 4.9251 0.00
H -0.7197 -0.9590 5.9615 0.00
N -3.5311 -2.2181 0.7224 0.01
C -2.3694 -2.9107 0.6183 0.00
N -1.1951 -2.3680 0.8392 -0.01
C -0.1797 -3.3174 0.7091 0.03
C -0.5884 -4.5338 0.3014 0.00
S -2.3066 -4.5571 0.1394 0.00
C 1.1646 -2.8830 1.0988 0.03
C 2.3177 -3.5808 1.0955 0.00
S 3.6058 -2.6029 1.6888 0.00
C 2.5010 -1.3007 1.9142 -0.02
N 1.2706 -1.5718 1.5591 -0.02
N 2.8822 -0.0758 2.3547 0.00
H -3.5204 -1.4458 1.3748 0.01
H -4.3843 -2.7526 0.7581 0.00
H 0.0021 -5.4172 0.1276 0.00
H 2.4807 -4.6023 0.7965 0.00
H 3.7344 -0.0012 2.8856 0.00
H 2.1398 0.5384 2.6630 0.01
C 3.5890 0.1395 -1.4527 0.00
Si 2.0081 -0.3504 -2.3196 0.00
C 1.8597 -2.2091 -2.4618 0.00
C 2.0278 0.3728 -4.0364 0.00
Sb 0.0503 0.4704 -0.8917 0.00
Si 0.5338 2.9696 -0.7700 0.00
C 1.8398 3.1624 0.5490 0.00
C 1.1760 3.6427 -2.3860 0.00
C -1.0325 3.8484 -0.2730 0.00
Si -1.9345 0.2387 -2.4582 0.00
C -3.3904 1.0335 -1.5937 0.00
C -1.6879 1.0555 -4.1152 0.00
C -2.2357 -1.5971 -2.6844 0.00
H 4.4249 -0.4261 -1.8746 0.00
H 3.5707 -0.0255 -0.3760 0.00
H 3.7934 1.2007 -1.6177 0.00
H 2.7951 -2.6303 -2.8418 0.00
H 1.0688 -2.4730 -3.1681 0.00
H 1.6360 -2.6930 -1.5117 0.00
H 2.9241 0.0108 -4.5500 0.00
H 2.0651 1.4621 -4.0321 0.00
H 1.1655 0.0656 -4.6293 0.00
H 2.7260 2.5643 0.3255 0.00
H 1.4443 2.8552 1.5184 0.00
H 2.1483 4.2095 0.6188 0.00
H 2.1935 3.2971 -2.5805 0.00
H 1.2046 4.7348 -2.3327 0.00
H 0.5553 3.3663 -3.2398 0.00
H -1.4321 3.4264 0.6499 0.00
H -1.7986 3.7831 -1.0476 0.00
H -0.8193 4.9072 -0.1022 0.00
H -3.3768 2.1172 -1.7246 0.00
H -3.4002 0.8271 -0.5212 0.00
H -4.3275 0.6580 -2.0140 0.00
H -1.3304 2.0831 -4.0353 0.00
H -2.6500 1.0780 -4.6361 0.00
H -0.9894 0.5000 -4.7425 0.00
H -2.9176 -1.9763 -1.9209 0.00
H -1.3188 -2.1877 -2.6432 0.00
H -2.6979 -1.7671 -3.6608 0.00
```

The spin multiplicity is 2. The calculation puts the calculated total energy at -114045.584 eV. Its HOMO energy (alpha / beta) is -9.91 / -9.41 eV. The net charge is +1. As for the gap between HOMO and LUMO (alpha / beta): 7.6 / 7.0 eV. Its LUMO energy (alpha / beta) is -2.34 / -2.39 eV. Its energy above the lowest of the compared OMol25 structures with the same formula, charge and spin is 17.52 kcal per mole. The value obtained for the largest force on an atom is 1.0 eV/Å.



> Which value of net charge does entry 3 give?

+1